Entry 1:
{"formula": "C15H31N4O4", "method": "the ωB97M-V functional and the def2-TZVPD basis", "e_homo_ev": -11.8, "charge": 1, "spin_multiplicity": 1, "total_energy_ha": -1109.81278, "symbols": ["O", "O", "O", "O", "N", "N", "N", "N", "C", "C", "C", "C", "C", "C", "C", "C", "C", "C", "C", "C", "C", "C", "C", "H", "H", "H", "H", "H", "H", "H", "H", "H", "H", "H", "H", "H", "H", "H", "H", "H", "H", "H", "H", "H", "H", "H", "H", "H", "H", "H", "H", "H", "H", "H"], "coordinates": [[-4.20975, -0.60001, 2.96900], [5.17433, 1.15673, -1.46718], [-0.81046, -0.12122, -2.28764], [-4.08004, -0.65291, -0.79761], [3.10819, -1.66973, -2.63788], [0.93107, 1.49695, -1.81901], [2.44294, 0.14101, -0.64097], [2.66930, 2.53629, -0.79677], [2.08285, 1.40357, -1.02292], [-5.34460, -2.48007, 2.08489], [-1.81793, -0.86539, -1.62436], [2.55944, -0.13802, 0.81713], [0.18751, 0.26992, -1.44077], [1.37744, 1.36709, 2.41658], [-4.72681, -1.67382, 3.19571], [-2.91415, 1.44005, -1.41769], [3.92107, 2.69133, -0.05286], [1.66872, -1.44691, -2.50162], [1.38039, 0.32349, 1.61585], [-4.77494, -2.25392, 4.58529], [5.15971, 2.44758, -0.88833], [1.33491, -0.68356, -1.19321], [-2.83632, 0.00870, -0.88166], [-2.37810, -1.40648, -2.37914], [1.03644, -1.48849, -0.53352], [-4.84136, -3.44367, 1.99204], [2.25178, 1.64587, 2.98540], [5.29566, 3.18930, -1.67205], [3.26836, -2.23917, -3.45860], [-5.81109, -2.40052, 4.89281], [-6.40700, -2.64380, 2.26949], [1.23729, 1.30681, -2.78356], [-3.92002, 1.81827, -1.28129], [5.89390, 0.64717, -1.07602], [-4.29414, -1.56948, 5.28041], [-4.37116, -0.51381, 0.11338], [-5.24062, -1.94851, 1.14478], [3.93177, 2.11494, 0.85867], [-1.40909, -1.62261, -0.95712], [1.24493, -0.97028, -3.37988], [3.44239, 0.31165, 1.25497], [0.45444, 1.90459, 2.53877], [-0.28224, 0.55693, -0.49655], [3.45836, -2.16030, -1.82516], [2.72281, -1.20299, 0.90910], [3.96822, 3.73044, 0.25495], [2.19615, 3.34311, -1.17882], [-2.22201, 2.06059, -0.85991], [-4.25043, -3.21028, 4.60911], [-2.64519, 1.50624, -2.46458], [6.00594, 2.54268, -0.21060], [-2.45253, 0.10005, 0.13966], [1.17063, -2.41394, -2.42010], [0.46305, -0.24142, 1.51937]]}


Entry 2:
{"formula": "C15H31N5O3", "method": "the ωB97M-V functional and the def2-TZVPD basis", "relative_energy_kj_mol": 377.9, "e_homo_ev": -8.1, "spin_multiplicity": 1, "smiles": "[H]/N=C(/N)NCCCCN[C@@](C=C)(COCCOC)N(C)C(C)=O", "total_energy_ha": -1089.34639, "symbols": ["O", "O", "O", "N", "N", "N", "N", "N", "C", "C", "C", "C", "C", "C", "C", "C", "C", "C", "C", "C", "C", "C", "C", "H", "H", "H", "H", "H", "H", "H", "H", "H", "H", "H", "H", "H", "H", "H", "H", "H", "H", "H", "H", "H", "H", "H", "H", "H", "H", "H", "H", "H", "H", "H"], "coordinates": [[3.86233, -1.44878, -2.40251], [3.41738, 1.52817, 0.91764], [4.30197, -0.18977, 2.95553], [-5.23335, -0.57929, -0.29135], [2.06582, 0.02590, -2.27461], [-6.61700, 1.48825, -0.27629], [0.76740, -0.04868, -0.24134], [-7.21255, -0.25194, 1.22341], [1.44283, 2.22610, -1.32375], [-6.31631, 0.29312, 0.16914], [-3.90279, 0.08733, -0.31845], [-0.53042, 0.64578, -0.09658], [4.49513, -1.60914, 2.83802], [0.82274, -0.15226, -3.06987], [-2.67828, -0.95327, -0.31082], [2.53210, 1.40062, 2.03949], [2.90864, 0.16080, 3.02402], [1.87896, -2.64387, -1.68321], [1.33966, 3.34404, -0.43821], [1.82503, 0.72963, -0.95349], [3.17884, 0.55217, -0.11198], [-1.54705, -0.37644, 0.66591], [2.64013, -1.31557, -2.11462], [2.26368, 3.71044, 0.10860], [0.34295, 3.87733, -0.23604], [1.09897, -0.47606, 0.62862], [-8.04054, 0.37575, 1.23427], [3.88992, -2.04545, 1.95667], [1.14157, -0.64930, -4.06097], [-3.04820, -1.95484, 0.07615], [0.78899, -2.44965, -1.42442], [4.20505, -2.19171, 3.78730], [5.58358, -1.90182, 2.62309], [-5.45435, -1.07868, -1.15781], [0.28841, 0.80321, -3.36350], [2.38111, -3.02940, -0.72859], [-0.46187, 1.55646, 0.61074], [2.50231, 0.31660, 4.07498], [1.41956, 1.42254, 1.77908], [-7.57900, -1.14186, 0.83196], [1.26596, 2.47309, -2.43384], [-0.93916, -1.20009, 1.16043], [1.98005, -3.49154, -2.45357], [4.04451, 0.65979, -0.86217], [2.32736, -0.74219, 2.59335], [-2.06379, 0.20657, 1.50231], [-1.01541, 0.97496, -1.06918], [-5.93054, 1.71305, -1.01269], [2.70647, 2.33962, 2.68554], [0.04702, -0.85607, -2.61429], [3.27435, -0.48256, 0.39442], [-3.84308, 0.89500, 0.48095], [-2.25708, -0.99896, -1.37818], [-3.83684, 0.64408, -1.33138]]}


Let's list LUMO level in order: -0.1024; -0.0072 Ha.